(1)
Below is one molecule with the formula C4H8N2O3, with properties calculated with ωB97M-V with the def2-TZVPD basis set.

The geometry in XYZ format:
```
17
Properties=species:S:1:pos:R:3:forces:R:3
N 1.710089 1.401843 -1.170484 0.5 -0.5 -2.3
C 0.754423 1.477447 -0.236579 0.0 1.0 1.9
O 0.955001 2.102871 0.806157 0.0 -0.6 -0.6
C -0.605817 0.795942 -0.350910 -0.3 -0.6 -1.9
C -0.601248 -0.767962 -0.247007 1.6 0.7 -0.2
N -1.823676 -1.251269 0.271067 -1.0 1.2 0.9
C 0.700654 -1.013434 0.557144 -0.8 -0.8 1.6
O 1.823826 -0.976278 0.134985 -0.8 -0.6 0.4
O 0.400902 -1.209438 1.899232 -0.2 0.7 -0.8
H 2.694082 1.457473 -0.871095 -1.1 0.2 -0.3
H 1.512240 0.972824 -2.097387 0.4 0.3 1.5
H -1.093456 1.033242 -1.347847 0.1 0.2 1.5
H -1.096885 1.134314 0.562486 -0.5 0.4 -0.5
H -0.487031 -1.264027 -1.197422 0.5 0.2 -0.6
H -1.985875 -2.230566 0.251170 -0.1 -0.5 0.2
H -2.308172 -0.726367 1.010184 0.4 -0.5 -0.7
H -0.549057 -0.936614 2.026308 1.3 -0.7 -0.2
```
Forces are in eV/Å.

The calculation puts the largest force on an atom at 0.046 hartree/bohr. Its spin multiplicity is 1. As for the SMILES: NC(=O)C[C@H](N)C(=O)O. Its frontier orbital gap is 10.143 eV. The calculation puts the energy relative to the best compared isomer or geometry (same formula, charge and spin) at 119.1 kJ/mol. For the HOMO energy, the calculation gives -9.6 eV.

Results of the Mulliken charge analysis, in e, for atoms 1 through 8:
1. N -0.40
2. C 0.42
3. O -0.62
4. C -0.54
5. C -0.04
6. N -0.58
7. C 0.51
8. O -0.53

---

(2)
Below is C13H21MnO7 as an isolated structure, with properties calculated with ωB97M-V with the def2-TZVPD basis set.

The geometry in XYZ format:
```
42
Properties=species:S:1:pos:R:3:forces:R:3
Mn -0.161626 0.866397 3.083059 2.4 -3.2 -2.1
C 0.567353 -1.869552 1.484888 -0.2 0.4 -0.7
O 0.482017 -0.988783 2.567591 -1.1 3.0 1.4
H 1.222901 -2.707576 1.725208 -0.3 -0.2 0.2
H -0.436529 -2.187128 1.185006 0.1 -0.5 0.2
H 0.979820 -1.420974 0.573223 0.1 0.3 0.1
O 1.054443 -0.571023 -1.924771 0.4 0.1 -0.2
C 0.439021 0.410699 -2.208900 -0.9 0.7 0.9
O 0.822099 1.348030 -3.105997 0.4 0.0 -0.1
C -0.207622 2.348736 -3.293266 -0.8 -0.6 -0.7
C -1.470656 1.670810 -2.788655 -1.3 -1.8 0.7
C -0.901902 0.856620 -1.619137 0.4 0.5 -0.1
H -0.295875 2.537855 -4.360637 0.3 0.2 0.0
H 0.037030 3.272213 -2.770487 0.1 -0.1 0.2
H -1.917358 0.901778 -3.426966 0.6 0.3 -0.9
H -2.377451 2.215859 -2.527819 0.6 0.8 0.2
H -1.407190 -0.019313 -1.220702 -0.4 0.2 -0.2
H -0.769425 1.607128 -0.832950 0.5 -0.4 0.4
O -3.012888 -3.163225 3.632622 0.0 -0.6 -0.2
C -3.201038 -3.034389 2.457265 0.8 -0.3 0.5
O -3.305263 -4.052513 1.561554 -0.2 -0.6 0.1
C -3.144802 -3.554800 0.199156 0.5 1.0 1.2
C -3.731750 -2.166137 0.334787 -0.1 2.0 0.0
C -3.443015 -1.727560 1.795535 -1.5 -0.7 -1.5
H -3.612722 -4.130254 -0.592824 -0.1 -0.5 0.5
H -2.058549 -3.548702 0.097974 0.0 0.1 -0.7
H -4.806087 -2.116626 0.158370 0.0 -0.5 0.0
H -3.342271 -1.369007 -0.303442 0.3 -0.5 -0.5
H -4.391279 -1.471844 2.272678 0.2 0.8 0.0
H -2.692312 -0.946713 1.850916 0.2 -0.2 0.5
O 1.363180 1.583605 1.493280 -0.7 0.0 0.9
C 2.518909 1.793763 1.143188 -1.2 1.4 -0.5
O 3.516852 1.794874 1.994374 -0.7 -0.1 1.2
C 4.750704 1.981268 1.343695 1.7 -0.2 -2.4
C 4.393900 1.654119 -0.111918 0.5 0.8 -0.8
C 2.956610 2.200166 -0.247558 1.0 -1.5 0.0
H 5.545208 1.324338 1.693696 -0.5 -0.3 0.5
H 5.204278 2.975187 1.355768 -0.8 0.3 0.7
H 4.439933 0.578627 -0.280699 -0.2 0.0 -0.1
H 5.050720 2.146531 -0.828249 0.2 -0.2 0.1
H 2.434977 1.715511 -1.069737 -0.3 -0.3 0.4
H 2.907640 3.261994 -0.489108 0.1 0.2 0.7
```
Forces are in eV/Å.

The calculation puts the largest force on an atom at 0.088 hartree/bohr. Its spin multiplicity is 6. The total charge is +1. Its frontier orbital gap (alpha / beta) is 6.444 / 6.429 eV. For the HOMO energy (alpha / beta), the calculation gives -12.4 / -12.4 eV. The expectation value of S² is 8.757.

Results of the Mulliken charge analysis, in e, for atoms 1 through 8:
1. Mn 1.23
2. C 0.05
3. O -0.65
4. H 0.31
5. H -0.33
6. H 0.13
7. O -0.55
8. C 0.47

---

(3)
Below is C7H19Br2MnNO7S as an isolated structure, with properties calculated with ωB97M-V with the def2-TZVPD basis set.

The geometry in XYZ format:
```
38
Properties=species:S:1:pos:R:3:forces:R:3
Mn 0.463945 -0.367509 1.373562 -1.4 0.1 1.2
Br 1.726395 -0.718249 3.630962 0.3 0.4 -0.2
Br -1.756955 1.192931 2.019182 0.3 0.2 -0.2
S -1.164395 -3.247159 1.633602 -4.3 -3.8 3.2
O -2.609765 -3.254949 1.437202 -1.8 0.7 -2.8
O -0.563425 -4.435299 1.082152 1.7 -1.5 -1.8
O -0.550245 -2.075399 1.063862 2.2 3.9 -2.4
O -1.107265 -3.264119 3.062022 2.3 0.6 3.1
C 1.499505 3.026711 2.111082 0.1 -0.6 -0.5
O 1.516395 1.978861 1.068882 0.8 -0.4 2.9
C 1.383225 2.400751 -0.215988 -1.9 0.8 -1.0
C 0.997725 1.321371 -1.250838 0.7 -0.4 -0.5
N -0.092635 0.441631 -0.812928 0.6 -0.3 -0.1
C -0.519735 -0.690409 -1.638798 -0.7 -0.8 -1.7
C -2.047135 -0.791869 -1.663238 0.8 -1.4 1.5
O -2.684015 0.425651 -1.818788 0.2 1.3 -0.8
C -4.051135 0.330841 -1.498618 0.2 -0.8 -0.4
H 1.324795 2.575151 3.087642 0.0 -0.5 -0.4
H 0.742765 3.800251 1.980392 -0.5 -0.4 -0.6
H 2.442685 3.570411 2.164942 0.4 -0.3 -0.3
H 2.233975 2.994541 -0.550228 0.3 0.0 -0.3
H 0.501845 3.041151 -0.182018 -0.2 0.7 -0.5
H 1.869315 0.793851 -1.638338 0.1 -0.7 0.7
H 0.728775 1.854021 -2.163008 -0.4 0.5 -0.1
H -0.924045 1.013631 -0.854038 -0.3 0.4 0.9
H -0.265285 -1.720789 -1.390478 0.6 0.2 1.3
H -0.202865 -0.737489 -2.680658 0.5 1.3 -0.5
H -2.292405 -1.286529 -0.723428 -0.4 0.3 0.6
H -2.346695 -1.562939 -2.373038 -0.1 0.1 -0.8
H -4.135785 0.170791 -0.423758 -0.4 0.2 0.0
H -4.408625 -0.538279 -2.050818 -0.5 -0.4 0.2
H -4.619105 1.161731 -1.917128 0.3 0.4 0.4
C 3.410595 -0.951179 0.028142 1.0 -2.1 0.3
O 2.101925 -1.387719 0.379662 0.5 1.2 -0.8
H 3.556345 -0.666939 -1.013998 -0.4 0.5 0.0
H 3.929845 -0.305109 0.736002 -0.9 0.4 0.1
H 3.933955 -1.901619 0.132322 1.0 0.1 -0.2
H 1.977515 -2.190739 -0.131488 -0.8 -0.3 0.3
```
Forces are in eV/Å.

The calculation puts the largest force on an atom at 0.127 hartree/bohr. Its spin multiplicity is 6. The total charge is -2. Its frontier orbital gap (alpha / beta) is 4.561 / 4.553 eV. The calculation puts the energy relative to the best compared isomer or geometry (same formula, charge and spin) at 129.2 kJ/mol. For the HOMO energy (alpha / beta), the calculation gives 0.0 / 0.0 eV. The expectation value of S² is 8.753.

Results of the Mulliken charge analysis, in e, for atoms 1 through 8:
1. Mn 0.65
2. Br -0.72
3. Br -0.76
4. S 1.18
5. O -0.80
6. O -0.83
7. O -0.27
8. O -0.78

---

(4)
Below is C21H21Cl2FeN4O3S as an isolated structure, with properties calculated with ωB97M-V with the def2-TZVPD basis set.

The geometry in XYZ format:
```
53
Properties=species:S:1:pos:R:3:forces:R:3
Fe -0.073632 -0.082971 -1.052929 -0.5 0.5 -0.1
Cl -0.179551 -2.951412 -1.044126 0.0 -0.2 0.1
C 1.594349 -3.101853 -1.009976 0.0 0.0 0.1
Cl 2.393823 -1.541758 -1.203113 0.3 0.0 -0.1
H 1.885285 -3.747565 -1.829212 0.0 0.0 0.0
H 1.878078 -3.509059 -0.047787 0.0 0.0 0.0
C -3.112141 3.104094 -1.361129 0.0 0.0 0.1
C -3.214479 3.287988 -2.731714 0.0 0.0 -0.1
C -2.565520 2.415800 -3.583521 -0.1 0.1 0.0
C -1.825986 1.370314 -3.045499 0.1 -0.1 0.0
N -1.733732 1.198965 -1.725307 -0.2 0.5 0.3
C -2.354997 2.047646 -0.898043 0.0 -0.1 -0.3
C -1.053326 0.390532 -3.822685 0.0 0.0 -0.2
C -1.216455 0.263159 -5.201033 -0.1 0.1 0.0
C -0.464839 -0.653640 -5.910786 0.0 0.0 0.0
C 0.453934 -1.442385 -5.237365 0.1 0.0 0.1
C 0.605567 -1.320464 -3.860517 -0.2 0.2 -0.3
C -0.144335 -0.406843 -3.118760 0.3 -0.4 0.0
H -3.593960 3.771850 -0.661528 0.0 0.0 0.0
H -3.783640 4.116510 -3.133650 0.0 0.0 0.0
H -2.610407 2.556970 -4.653248 0.0 0.0 0.0
H -2.231806 1.860806 0.156603 0.0 0.0 0.1
H -1.943451 0.872173 -5.725862 0.0 0.0 0.0
H -0.597556 -0.754314 -6.980193 0.0 0.0 0.0
H 1.055817 -2.158332 -5.784521 0.0 0.0 0.0
H 1.334913 -1.952485 -3.383794 0.0 -0.1 0.0
C 1.393706 2.016701 3.433286 0.0 0.0 0.0
C 1.801738 0.699066 4.084020 0.0 0.1 0.0
C 1.081865 -0.521578 3.484261 -0.1 0.0 0.0
C 1.550766 -1.808377 4.189139 0.0 0.0 0.0
C 0.890726 -3.076800 3.659206 0.0 0.0 0.0
C -0.405493 -0.368469 3.753389 0.0 0.0 0.0
O -0.868671 -0.262947 4.862599 0.0 0.0 0.0
N -1.239392 -0.359165 2.646361 0.1 -0.1 0.0
C -0.785478 -0.453392 1.359789 -0.2 0.0 0.2
O -1.600485 -0.358220 0.403791 -0.1 -0.2 0.0
N 0.482039 -0.606715 1.039164 0.4 -0.1 0.0
C 1.470117 -0.622805 2.002542 0.0 -0.1 0.0
O 2.641438 -0.736536 1.716257 0.0 0.0 0.0
H 1.941810 2.850307 3.871086 0.0 0.0 0.0
H 0.328669 2.220999 3.571241 0.0 0.0 0.0
H 1.604450 2.020365 2.361406 0.0 0.0 0.0
H 1.584769 0.716351 5.153021 0.0 0.0 0.0
H 2.870918 0.531183 3.952797 0.0 0.0 0.0
H 1.339486 -1.692414 5.252959 0.0 0.0 0.0
H 2.631685 -1.862275 4.057672 0.0 0.0 0.0
H -0.190192 -3.064947 3.821115 0.0 0.0 0.0
H 1.286115 -3.957311 4.165266 0.0 0.0 0.0
H 1.070359 -3.202246 2.587820 0.0 0.0 0.0
H -2.230247 -0.243307 2.799619 0.0 0.0 0.0
S 1.028470 4.240624 -0.070691 0.0 -0.1 0.0
C 0.942408 2.702885 -0.495183 0.1 0.0 0.0
N 0.876448 1.565289 -0.812214 0.2 0.3 0.1
```
Forces are in eV/Å.

The calculation puts the largest force on an atom at 0.013 hartree/bohr. Its spin multiplicity is 6. Its frontier orbital gap (alpha / beta) is 8.657 / 7.302 eV. The calculation puts the energy relative to the best compared isomer or geometry (same formula, charge and spin) at 15.7 kJ/mol. For the HOMO energy (alpha / beta), the calculation gives -8.6 / -8.5 eV. The expectation value of S² is 8.763.

Results of the Mulliken charge analysis, in e, for atoms 1 through 8:
1. Fe -0.45
2. Cl -0.05
3. C -0.37
4. Cl -0.04
5. H 0.42
6. H 0.35
7. C -0.79
8. C -0.40